Here is 2 unconnected molecules or ions with the total composition C3H12N2OS from the OMol25 dataset. Energies are from the ωB97M-V functional and the def2-TZVPD basis.

Cartesian coordinates (Å):
C  -0.130  -0.252  0.658
C  -0.342  1.185  1.212
S  1.419  1.717  1.740
N  -1.332  -0.907  0.253
C  -1.972  -1.978  0.952
N  -1.099  -3.237  0.960
H  0.553  -0.009  -0.166
H  0.376  -0.812  1.453
H  -1.033  1.247  2.045
H  -0.568  1.872  0.395
H  0.946  2.966  1.826
H  -1.748  -0.644  -0.615
H  -2.073  -1.669  2.003
H  -2.881  -2.304  0.452
H  -1.591  -3.932  0.416
H  -0.304  -2.961  0.395
H  3.589  3.826  -4.206
H  4.525  2.917  -5.086
O  3.664  2.977  -4.689

Summary:
SMILES string	NCNCCS.O
relative energy (zero: lowest compared OMol25 entry of this formula, charge and spin)	1.3156	eV
HOMO level	-8.53	eV
frontier orbital gap	9.356	eV
E_tot	-704.38989	a.u.

***

Here is a molecular structure, C24H27Br2IrN6O3 from the OMol25 dataset. Energies are from the ωB97M-V functional and the def2-TZVPD basis.

Cartesian coordinates (Å):
Ir  -0.069  -0.197  0.339
Br  -2.534  0.341  6.518
C  -1.819  0.133  4.827
C  -0.512  -0.313  4.650
C  -0.016  -0.440  3.371
N  -0.760  -0.172  2.282
C  -2.036  0.262  2.440
C  -2.581  0.427  3.695
C  -2.775  0.493  1.185
C  -4.104  0.841  1.119
C  -4.728  0.922  -0.129
Br  -6.510  1.392  -0.249
C  -3.989  0.622  -1.273
C  -2.660  0.303  -1.142
N  -2.045  0.261  0.061
H  0.122  -0.546  5.495
H  1.013  -0.731  3.218
H  -3.596  0.779  3.811
H  -4.675  1.033  2.016
H  -4.444  0.644  -2.253
H  -2.054  0.073  -2.005
O  -0.128  -3.325  -1.741
C  1.298  -3.270  -1.994
C  1.582  -2.414  -3.215
C  0.632  -1.244  -3.484
C  0.792  0.152  -2.902
C  1.317  1.070  -3.816
C  1.237  2.435  -3.636
C  0.551  2.893  -2.522
C  0.131  1.961  -1.607
N  0.303  0.618  -1.723
H  -0.511  -4.077  -2.206
H  1.651  -4.286  -2.168
H  1.789  -2.890  -1.101
H  1.502  -3.067  -4.086
H  2.614  -2.056  -3.211
H  -0.409  -1.564  -3.393
H  0.768  -1.046  -4.545
H  1.754  0.683  -4.726
H  1.645  3.116  -4.372
H  0.352  3.941  -2.352
H  -0.386  2.307  -0.726
N  -0.462  -2.256  0.681
C  0.698  -2.915  1.342
C  1.853  -1.911  1.409
O  2.715  -1.916  2.229
O  1.740  -1.033  0.406
H  -1.305  -2.383  1.234
H  -0.598  -2.674  -0.267
H  1.020  -3.756  0.729
H  0.429  -3.290  2.326
C  3.160  1.307  -0.435
C  2.251  1.814  0.624
N  1.002  1.454  0.978
C  0.591  2.313  1.999
C  1.590  3.179  2.258
N  2.609  2.841  1.398
H  2.751  0.460  -0.966
H  4.103  0.994  0.017
H  3.370  2.116  -1.137
H  -0.397  2.301  2.420
H  1.662  3.993  2.958
H  3.509  3.300  1.346

Summary:
net charge	+3
relative energy (zero: lowest compared OMol25 entry of this formula, charge and spin)	2.1031	eV
2S+1	2
HOMO level (spin up / spin down)	-17.94 / -17.91	eV
frontier orbital gap (spin up / spin down)	8.208 / 5.846	eV
E_tot	-6736.45749	a.u.

***

Here is a molecular structure, C26H37CuP2S5Te from the OMol25 dataset. Energies are from the ωB97M-V functional and the def2-TZVPD basis.

Cartesian coordinates (Å):
Cu  -1.201  -0.448  -0.567
S  -1.995  -1.633  -2.293
S  -3.821  -2.179  -1.719
S  -4.424  -0.882  -0.002
S  -2.771  -0.601  1.081
C  -1.453  -3.737  0.269
P  -0.164  -2.486  -0.024
C  0.974  -2.883  1.361
C  2.348  -2.999  1.165
C  3.184  -3.314  2.238
C  2.651  -3.543  3.495
C  1.278  -3.451  3.676
C  0.454  -3.060  2.640
C  0.730  -3.010  -1.503
C  1.622  -2.124  -2.111
C  2.220  -2.486  -3.305
C  1.954  -3.722  -3.893
C  1.138  -4.620  -3.231
C  0.550  -4.288  -2.012
H  -1.934  -4.031  -0.672
H  -2.240  -3.244  0.853
H  -1.059  -4.577  0.843
H  2.805  -2.854  0.198
H  4.248  -3.416  2.083
H  3.302  -3.816  4.299
H  0.834  -3.755  4.624
H  -0.588  -2.847  2.811
H  1.839  -1.188  -1.617
H  2.864  -1.781  -3.794
H  2.417  -3.930  -4.846
H  0.947  -5.588  -3.663
H  -0.075  -5.007  -1.490
Te  -0.394  0.235  3.356
C  1.332  0.812  4.336
C  1.315  1.280  5.656
C  2.574  1.644  6.146
C  3.580  1.450  5.235
S  2.976  0.803  3.767
H  0.381  1.391  6.191
H  2.708  2.045  7.146
H  4.633  1.696  5.374
C  -0.074  3.918  -2.607
C  -0.584  2.458  -2.700
C  0.486  1.514  -3.253
P  -1.314  1.791  -1.135
C  -0.455  2.494  0.339
C  1.055  2.116  0.368
C  -0.705  3.949  0.724
C  -3.098  2.414  -1.208
C  -3.284  3.938  -1.344
C  -3.909  1.727  -2.349
H  0.183  4.284  -3.614
H  0.833  3.978  -1.999
H  -0.830  4.599  -2.217
H  -1.472  2.446  -3.375
H  1.411  1.542  -2.658
H  0.753  1.779  -4.300
H  0.179  0.460  -3.271
H  -0.903  1.884  1.154
H  1.640  2.651  -0.372
H  1.216  1.041  0.208
H  1.464  2.341  1.360
H  -0.480  4.646  -0.089
H  -0.064  4.192  1.590
H  -1.761  4.109  1.016
H  -3.498  2.112  -0.219
H  -2.967  4.311  -2.342
H  -2.802  4.536  -0.563
H  -4.362  4.167  -1.281
H  -3.878  2.358  -3.258
H  -4.977  1.650  -2.090
H  -3.543  0.731  -2.615

Summary:
net charge	-1
relative energy (zero: lowest compared OMol25 entry of this formula, charge and spin)	0.1747	eV
2S+1	2
HOMO level (spin up / spin down)	-3.29 / -3.00	eV
frontier orbital gap (spin up / spin down)	5.852 / 3.574	eV
E_tot	-5595.14990	a.u.

***

Here is C6H12O2 in the gas phase from the OMol25 dataset. Energies are from the ωB97M-V functional and the def2-TZVPD basis.

Cartesian coordinates (Å):
C  0.834  -0.879  0.172
C  1.243  0.175  -1.081
C  -1.670  -0.243  0.347
C  1.087  -0.241  1.519
C  -2.027  1.046  -0.391
C  -0.544  -0.984  -0.403
O  2.636  0.184  -1.232
O  -0.824  -1.769  -1.296
H  3.042  0.480  -0.410
H  1.354  -1.833  0.052
H  0.885  1.178  -0.811
H  0.873  -0.035  -2.086
H  -2.534  -0.910  0.344
H  -1.441  -0.030  1.390
H  2.159  -0.212  1.717
H  0.589  -0.808  2.306
H  0.719  0.782  1.568
H  -1.241  1.792  -0.296
H  -2.205  0.839  -1.445
H  -2.935  1.470  0.036

Summary:
SMILES string	CCC(=O)[C@H](C)CO
relative energy (zero: lowest compared OMol25 entry of this formula, charge and spin)	1.7912	eV
HOMO level	-9.22	eV
frontier orbital gap	9.971	eV
E_tot	-386.25434	a.u.

***

Here is a molecular structure, C32H27CrF5NO4P from the OMol25 dataset. Energies are from the ωB97M-V functional and the def2-TZVPD basis.

Cartesian coordinates (Å):
Cr  -0.397  -0.302  -0.429
O  -0.977  -0.202  3.495
C  -1.146  -0.327  2.287
O  -0.466  -1.025  1.478
C  -2.321  0.359  1.613
C  -3.439  0.674  2.393
C  -4.602  1.055  1.782
C  -4.615  1.159  0.375
C  -5.791  1.481  -0.329
C  -5.790  1.585  -1.694
C  -4.591  1.430  -2.394
C  -3.425  1.131  -1.733
C  -3.406  0.919  -0.344
N  -2.268  0.473  0.281
H  -3.342  0.555  3.463
H  -5.499  1.265  2.347
H  -6.699  1.628  0.241
H  -6.703  1.803  -2.230
H  -4.592  1.524  -3.470
H  -2.494  1.052  -2.268
O  3.490  -1.612  -0.349
C  2.510  -0.915  -0.536
O  1.300  -1.284  -0.593
C  2.678  0.617  -0.719
P  1.473  1.314  0.479
C  2.453  0.993  1.994
C  2.319  -0.263  2.577
C  3.111  -0.615  3.654
C  4.046  0.274  4.152
C  4.174  1.528  3.580
C  3.383  1.891  2.506
C  1.760  3.108  0.288
C  2.680  3.651  -0.601
C  2.851  5.021  -0.680
C  2.113  5.861  0.135
C  1.190  5.329  1.021
C  1.013  3.960  1.097
H  2.339  0.878  -1.726
H  3.709  0.931  -0.538
H  1.589  -0.963  2.195
H  2.997  -1.593  4.095
H  4.674  -0.006  4.987
H  4.903  2.226  3.968
H  3.490  2.875  2.069
H  3.267  3.006  -1.237
H  3.562  5.437  -1.381
H  2.244  6.931  0.060
H  0.600  5.982  1.650
H  0.289  3.538  1.782
F  -1.101  -2.878  -0.961
C  -1.074  -1.727  -1.724
F  -0.061  -1.939  -2.643
C  -2.333  -1.811  -2.585
F  -2.358  -0.873  -3.545
F  -2.479  -2.984  -3.232
F  -3.447  -1.658  -1.844
C  -0.804  4.483  -2.134
C  -0.443  3.378  -3.135
C  -1.600  3.174  -4.123
C  0.839  3.735  -3.894
C  -0.261  2.127  -2.396
C  -0.270  1.047  -1.844
H  -1.059  5.406  -2.653
H  0.027  4.684  -1.464
H  -1.655  4.164  -1.534
H  -1.742  4.060  -4.740
H  -2.520  2.976  -3.579
H  -1.393  2.325  -4.769
H  0.697  4.643  -4.482
H  1.107  2.921  -4.566
H  1.658  3.899  -3.197

Summary:
net charge	-1
relative energy (zero: lowest compared OMol25 entry of this formula, charge and spin)	0.6738	eV
2S+1	2
HOMO level (spin up / spin down)	-5.57 / -5.19	eV
frontier orbital gap (spin up / spin down)	7.505 / 7.113	eV
E_tot	-3476.57288	a.u.